Version w
Density functional theory data (ωB97M-V/def2-TZVPD) for 6 unconnected molecules or ions with the total composition C28H72N4O10.

SMILES = COCCNCCOC.COCCNCCOC.COCCNCCOC.COCCNCCOC.CCO.CCO
orbital gap = 9.194 eV
LUMO energy = 0.61 eV

```
! wB97M-V def2-TZVPD RIJCOSX def2/J DEFGRID3
* xyz 0 1
C 0.95970 -0.77425 5.79715
O 0.39585 -2.04004 5.32635
C -0.93171 -2.22632 5.68380
C -1.31340 -3.62840 5.26291
N -1.17155 -3.75521 3.78656
C -1.80635 -4.93687 3.30069
C -1.54418 -5.21643 1.83950
O -0.14420 -5.17815 1.41507
C 0.69331 -6.12263 2.01821
H 0.43247 0.09168 5.41162
H 2.00561 -0.72495 5.52302
H 0.86090 -0.82841 6.85167
H -1.62186 -1.49122 5.26652
H -1.09124 -2.16424 6.76115
H -2.27211 -3.93648 5.59035
H -0.59649 -4.25692 5.77862
H -0.23872 -3.63402 3.46685
H -2.95537 -4.94787 3.40025
H -1.48825 -5.87869 3.85164
H -2.14874 -4.59136 1.21249
H -1.99257 -6.16422 1.60304
H 0.94914 -5.71744 3.02327
H 1.56444 -6.08432 1.43873
H 0.25778 -7.10107 2.05031
C 6.28980 2.94660 -0.88630
O 5.18928 2.79945 -1.68988
C 4.77943 1.36680 -1.64409
C 3.30252 1.44569 -1.98437
N 3.07599 2.16391 -3.25607
C 1.78118 2.78751 -3.41603
C 1.71498 3.57448 -4.77138
O 0.56162 4.42892 -4.82577
C -0.62196 3.64859 -4.82283
H 7.07346 2.27446 -1.12126
H 6.14388 2.91560 0.23666
H 6.59995 3.93992 -1.17563
H 4.86805 1.04164 -0.56773
H 5.35552 0.78231 -2.35667
H 2.88780 1.94959 -1.10551
H 2.94164 0.40420 -2.15840
H 3.74928 2.90122 -3.42051
H 1.53824 3.57138 -2.61838
H 1.03779 1.98699 -3.27139
H 1.67006 2.91435 -5.64469
H 2.64873 4.14042 -4.87990
H -0.81765 3.15122 -3.85864
H -0.55554 2.77907 -5.63297
H -1.44580 4.33067 -5.11408
C 0.80931 -2.04223 -5.15361
O -0.46814 -1.72570 -4.62637
C -1.19923 -0.93749 -5.55367
C -2.56942 -0.70835 -5.01281
N -2.61008 0.46478 -4.12946
C -3.52347 0.30535 -3.01150
C -3.00276 -0.63704 -1.93409
O -1.70769 -0.24669 -1.54874
C -0.90676 -1.40632 -1.10664
H 0.80320 -2.17530 -6.24968
H 1.26242 -2.97428 -4.80425
H 1.54557 -1.24399 -4.93130
H -1.27611 -1.47887 -6.47083
H -0.59272 -0.02380 -5.75965
H -2.85062 -1.66469 -4.52444
H -3.10156 -0.63839 -5.93792
H -1.61563 0.65610 -3.78723
H -4.54529 -0.03692 -3.37607
H -3.81113 1.25347 -2.60322
H -3.14044 -1.68099 -2.22842
H -3.67706 -0.49765 -1.11616
H -1.33672 -1.87384 -0.17974
H 0.07187 -1.09310 -0.87619
H -0.94723 -2.12727 -1.91334
C -5.64479 -0.80597 0.58091
O -4.72100 0.16750 1.01437
C -3.76561 -0.41106 1.91091
C -2.67150 0.59942 2.26475
N -2.12060 1.44393 1.15723
C -2.87421 2.62673 0.85810
C -2.16768 3.32019 -0.30495
O -2.94067 4.45067 -0.77265
C -2.16336 5.45741 -1.34993
H -5.94411 -1.38551 1.43436
H -5.19362 -1.53475 -0.05430
H -6.43665 -0.25060 -0.05792
H -3.31477 -1.30653 1.50176
H -4.20094 -0.73535 2.89313
H -1.90432 0.12504 2.80070
H -3.07012 1.30331 3.01599
H -1.89476 0.82184 0.34507
H -2.94025 3.30670 1.73077
H -3.85731 2.42532 0.59504
H -1.96781 2.57524 -1.11933
H -1.17114 3.67157 -0.01964
H -1.63348 5.97402 -0.58036
H -2.86258 6.10977 -1.85462
H -1.43121 5.02896 -2.05861
C 1.57115 0.67129 1.43576
C 1.53939 1.94434 2.33299
O 0.64773 1.84300 3.45058
H 0.50257 0.34357 1.19123
H 2.13094 -0.13555 1.99691
H 2.12728 0.81717 0.55336
H 1.33144 2.82744 1.71982
H 2.48393 2.11133 2.82478
H -0.25685 1.65134 3.12761
C 4.97669 -1.26612 3.73090
C 5.76353 -0.29022 2.91653
O 4.87631 0.32775 1.96679
H 4.35512 -1.91031 3.10227
H 4.22518 -0.71921 4.23053
H 5.60547 -1.73698 4.47826
H 6.49825 -0.73107 2.21210
H 6.29852 0.44348 3.53373
H 4.03478 0.42694 2.42647
*
```

=====

Version x
Density functional theory data (ωB97M-V/def2-TZVPD) for 6 unconnected molecules or ions with the total composition C28H72N4O10.

SMILES = COCCNCCOC.COCCNCCOC.COCCNCCOC.COCCNCCOC.CCO.CCO
orbital gap = 9.080 eV
LUMO energy = 0.41 eV

```
! wB97M-V def2-TZVPD RIJCOSX def2/J DEFGRID3
* xyz 0 1
C 1.57636 4.03846 3.92809
O 1.18436 3.04046 4.84509
C 1.92736 1.84546 4.74209
C 1.27736 0.94346 3.75009
N 2.18436 -0.12654 3.58509
C 1.84636 -0.98754 2.42609
C 2.92736 -1.99654 2.25809
O 2.85836 -2.96454 1.52109
C 2.61936 -2.72954 0.10909
H 1.56536 3.75246 2.89509
H 2.50036 4.55546 4.12709
H 0.82736 4.76846 4.05309
H 1.87836 1.39446 5.75609
H 2.93636 2.11646 4.43609
H 1.08036 1.45746 2.81609
H 0.32336 0.60346 4.17109
H 2.24536 -0.51454 4.52509
H 1.75936 -0.44454 1.50409
H 0.95436 -1.50254 2.73509
H 3.05136 -2.44254 3.29609
H 3.89336 -1.58554 2.04909
H 2.81836 -3.63954 -0.43391
H 3.24936 -1.89454 -0.17791
H 1.59036 -2.38554 -0.05091
C -0.25264 3.63346 0.04909
O -0.42664 3.00746 1.28009
C -1.76464 2.90046 1.63209
C -2.24064 4.20346 2.35009
N -3.72964 4.20746 2.28309
C -4.25164 3.36246 3.37009
C -5.50364 2.78746 2.83309
O -5.54364 2.25146 1.72109
C -6.74764 1.50946 1.37609
H -0.28264 2.88746 -0.72691
H 0.78336 3.84446 0.07609
H -0.84964 4.48646 -0.16691
H -1.81164 2.01646 2.29609
H -2.41764 2.67846 0.74909
H -1.94664 5.07046 1.83909
H -1.81064 4.25946 3.28209
H -4.07864 3.97346 1.39209
H -4.44264 3.93046 4.32209
H -3.66064 2.44346 3.65309
H -6.21264 3.58946 2.77809
H -5.80364 2.14446 3.59609
H -6.84664 0.73046 2.13009
H -6.68064 1.14546 0.38009
H -7.65564 2.07646 1.39409
C 2.95336 -6.82854 1.89709
O 1.91136 -6.80054 2.81609
C 1.19436 -5.61054 2.97909
C 0.38236 -5.41354 1.67709
N -0.05164 -4.04354 1.75209
C -0.99964 -3.75854 0.72209
C -1.38564 -2.27454 0.79209
O -0.51964 -1.43754 0.71109
C -1.06664 -0.16454 1.09709
H 2.68336 -6.71354 0.84609
H 3.48836 -7.72254 2.10009
H 3.69336 -6.05354 2.06009
H 1.90736 -4.79954 3.21209
H 0.51236 -5.73454 3.83309
H -0.41064 -6.14854 1.54509
H 1.01136 -5.46354 0.78309
H 0.72036 -3.39754 1.52209
H -1.87264 -4.40954 0.76509
H -0.42264 -3.88054 -0.17491
H -1.90964 -2.17654 1.70409
H -2.17464 -2.08454 0.01409
H -1.10564 -0.27654 2.15809
H -2.07864 -0.00254 0.80809
H -0.37064 0.65846 0.81509
C -0.78564 -3.51854 -7.79491
O 0.13136 -2.60654 -7.30891
C -0.42064 -1.62554 -6.45191
C 0.50636 -0.50254 -6.10991
N -0.26564 0.48946 -5.36991
C 0.44736 1.68146 -5.06191
C -0.38864 2.59946 -4.16391
O -0.10564 3.77846 -4.07891
C 1.09936 4.14046 -3.30691
H -1.09864 -4.17254 -6.99991
H -0.47364 -4.14854 -8.58191
H -1.74664 -3.12454 -8.11991
H -0.90164 -1.88454 -5.52491
H -1.30364 -1.19454 -6.95591
H 0.86936 -0.14354 -7.04891
H 1.41336 -0.84254 -5.62591
H -0.60264 0.03346 -4.47891
H 0.69036 2.23146 -5.96091
H 1.42936 1.52246 -4.54091
H -0.49064 2.16546 -3.15091
H -1.39664 2.67046 -4.60091
H 1.06836 3.71846 -2.28891
H 1.14836 5.18746 -3.11491
H 2.03436 3.75346 -3.72391
C 3.23636 1.48746 -0.38291
C 3.11536 2.21346 0.84709
O 3.86136 1.57846 1.80909
H 4.21036 1.66346 -0.88991
H 2.45036 1.81046 -1.09391
H 3.11036 0.42446 -0.28791
H 2.09636 2.18246 1.19409
H 3.39936 3.22046 0.70609
H 3.28236 1.20946 2.43409
C 0.61036 -0.61154 -2.18691
C -0.27564 -1.57154 -2.73591
O -1.46764 -0.84154 -3.06791
H 0.25336 -0.15554 -1.27891
H 0.92036 0.13646 -2.90791
H 1.55636 -1.02354 -1.83791
H -0.42464 -2.38454 -2.05591
H 0.26736 -1.99154 -3.57891
H -2.04664 -1.46054 -3.51091
*
```

=====

Stability verdict: version w, ahead by 121.0 kcal/mol

=====

Version w
Density functional theory data (ωB97M-V/def2-TZVPD) for 2 unconnected molecules or ions with the total composition C3H9NO2S.

orbital gap = 5.812 eV
LUMO energy = 6.00 eV

```
! wB97M-V def2-TZVPD RIJCOSX def2/J DEFGRID3
* xyz -2 1
C 1.43055 -0.20109 0.95720
C 2.18543 0.59816 -0.11455
S 3.87985 1.09400 0.41203
N 0.24989 -0.98270 0.52084
C -0.87540 -0.13963 0.00401
O -1.47685 -0.74274 -1.06722
H 2.11881 -0.80939 1.54661
H 1.04589 0.52928 1.67650
H 1.59367 1.47273 -0.38245
H 2.24886 -0.01667 -1.01818
H 0.49592 -1.41604 -0.37007
H -0.52314 0.87277 -0.27351
H -1.60095 -0.01565 0.84090
H -2.90137 -0.44098 -1.16680
H -3.95278 0.32209 -0.35718
O -3.91839 -0.12416 -1.20814
*
```

=====

Version x
Density functional theory data (ωB97M-V/def2-TZVPD) for 2 unconnected molecules or ions with the total composition C3H9NO2S.

orbital gap = 6.036 eV
LUMO energy = 5.77 eV

```
! wB97M-V def2-TZVPD RIJCOSX def2/J DEFGRID3
* xyz -2 1
C -0.45735 -0.16045 -0.70046
O -1.09086 1.01545 -1.17265
C 0.74923 0.15954 0.20858
C 1.03660 -0.93736 1.23439
S 1.71377 -2.41606 0.44285
N 1.90736 0.61622 -0.55615
H -1.13684 -0.79627 -0.13182
H -0.05035 -0.71186 -1.55392
H 0.39089 1.04196 0.76644
H 0.12596 -1.16622 1.82815
H 1.65343 -0.70830 2.12523
H 2.72298 0.55167 0.05793
H 2.15998 -0.22657 -1.09464
H -2.03450 1.08694 -0.96913
H -3.55237 0.98563 -0.41645
O -4.13793 1.66568 -0.06837
*
```

=====

Stability verdict: version w, ahead by 19.3 kcal/mol

=====

Version w
Density functional theory data (ωB97M-V/def2-TZVPD) for a single C16H18N2O4S molecule.

SMILES = CCCCNC(=O)c1onc(CSc2ccccc2)c1C(=O)O
orbital gap = 7.791 eV
LUMO energy = -0.42 eV

```
! wB97M-V def2-TZVPD RIJCOSX def2/J DEFGRID3
* xyz 0 1
C -4.79366 -3.41926 -3.41383
C -4.31297 -3.95694 -2.07102
C -2.98919 -3.34396 -1.61460
C -3.11364 -1.85383 -1.29434
N -1.88149 -1.33511 -0.74409
C -1.77360 -0.88457 0.50869
O -2.71166 -0.81403 1.29642
C -0.41118 -0.44473 0.88346
O 0.54942 -0.50210 -0.05870
N 1.71050 -0.04534 0.45600
C 1.49924 0.29432 1.69992
C 2.55180 0.89858 2.53994
S 2.42183 2.73009 2.47855
C 3.46865 3.19911 1.12339
C 3.90796 4.51977 1.12190
C 4.72065 4.97610 0.10328
C 5.10568 4.12000 -0.91675
C 4.65997 2.81024 -0.91488
C 3.83698 2.34277 0.09647
C 0.12821 0.05316 2.05239
C -0.44702 0.25258 3.41938
O 0.26935 0.53620 4.34538
O -1.74441 0.08717 3.56484
H -5.67864 -3.96149 -3.73698
H -4.02376 -3.54152 -4.17263
H -5.05213 -2.36581 -3.34751
H -4.17843 -5.03746 -2.15129
H -5.07456 -3.77424 -1.31076
H -2.23459 -3.48675 -2.39210
H -2.64956 -3.86302 -0.71554
H -3.35884 -1.28718 -2.19624
H -3.89105 -1.69070 -0.54504
H -1.05348 -1.37525 -1.32059
H 2.38341 0.65253 3.58737
H 3.54849 0.61306 2.21288
H 3.60678 5.17500 1.92504
H 5.05999 6.00126 0.10903
H 5.74691 4.47430 -1.70981
H 4.94786 2.13873 -1.71047
H 3.47876 1.32583 0.06521
H -2.22854 -0.21753 2.74760
*
```

=====

Version x
Density functional theory data (ωB97M-V/def2-TZVPD) for a single C16H18N2O4S molecule.

SMILES = COc1ccc(N2C[C@H](C(=O)N[C@@H]3CCSC3=O)CC2=O)cc1
orbital gap = 7.975 eV
LUMO energy = -0.10 eV

```
! wB97M-V def2-TZVPD RIJCOSX def2/J DEFGRID3
* xyz 0 1
C -4.89960 3.97475 -2.26297
O -4.71041 4.01403 -0.98613
C -3.59016 3.17034 -0.43054
C -2.57891 2.53917 -1.13897
C -1.67658 1.55812 -0.61015
C -1.55828 1.39123 0.83642
N -0.38702 0.76574 1.10366
C 0.59677 0.39560 0.40378
C 1.66945 -0.04992 1.63647
C 2.62481 -1.20881 1.00732
O 3.77593 -0.84356 0.76203
N 1.94249 -2.37174 0.51947
C 2.54577 -3.70061 -0.03776
C 3.97075 -3.30379 -0.50122
C 3.59417 -2.67083 -2.06013
S 2.24693 -3.40211 -2.87763
C 1.52235 -4.03871 -1.13319
O 0.45526 -4.68249 -0.79720
C 0.93695 -0.40106 2.64173
C -0.36056 0.40784 2.64465
O -1.37076 0.38116 3.28333
C -2.32593 2.34155 1.43119
C -3.32314 3.06027 0.87214
H -5.14839 3.13707 -2.71363
H -5.67421 4.49763 -2.51411
H -4.08352 4.38478 -2.67678
H -2.80413 2.38297 -2.38180
H -1.23451 0.87915 -1.30976
H 1.05952 1.25940 -0.04348
H 0.41041 -0.43621 -0.19118
H 2.21113 0.76245 1.56347
H 1.11295 -2.30528 0.68473
H 2.74899 -4.16936 0.81379
H 4.33215 -4.30390 -0.95149
H 4.59100 -2.82742 -0.04682
H 3.40076 -1.68198 -1.91825
H 4.44369 -2.89224 -2.88015
H 1.27660 -0.37848 3.67975
H 0.69950 -1.41453 2.61749
H -2.33611 2.14450 2.36734
H -4.10615 3.63527 1.59457
*
```

=====

Stability verdict: version w, ahead by 283.3 kcal/mol

=====

Version w
Density functional theory data (ωB97M-V/def2-TZVPD) for a single C8H9NO2S molecule.

orbital gap = 8.793 eV
LUMO energy = -0.06 eV

```
! wB97M-V def2-TZVPD RIJCOSX def2/J DEFGRID3
* xyz 0 1
C -3.27283 -1.08133 1.53934
C -1.16047 0.49479 0.70224
C -0.52345 -0.03934 -0.32447
C 0.92458 0.10433 -0.57051
C 1.87779 0.15210 0.46580
C 3.22478 0.35492 0.13056
C 2.76830 0.51198 -2.06327
C 1.40203 0.28880 -1.83329
H -2.39859 -1.48744 2.05707
H -3.58294 -1.70692 0.67871
H -4.08313 -0.93824 2.27117
H -0.64008 0.90713 1.54386
H -0.60927 -1.13453 -1.91495
H 1.51966 0.21222 1.51401
H 4.00179 0.39108 0.89724
H 3.12835 0.71815 -3.13756
H 0.76876 0.30299 -2.71934
N 3.70442 0.56505 -1.10884
O -2.93633 1.41436 2.23870
O -1.21251 -0.64807 -1.34506
S -2.90083 0.61798 0.97859
*
```

=====

Version x
Density functional theory data (ωB97M-V/def2-TZVPD) for a single C8H9NO2S molecule.

orbital gap = 9.062 eV
LUMO energy = -0.26 eV

```
! wB97M-V def2-TZVPD RIJCOSX def2/J DEFGRID3
* xyz 0 1
C 1.70312 -0.90494 1.61923
C 1.48199 1.28086 -0.27840
C 0.14368 1.47462 -0.14582
C -1.01008 0.48724 -0.14704
C -2.27494 0.80221 0.35509
C -3.23828 -0.23995 0.46409
C -1.72848 -1.73385 -0.54500
C -0.74986 -0.79007 -0.68357
H 2.49586 -1.74239 1.81855
H 1.83808 -0.06373 2.29082
H 0.59023 -1.12660 1.55914
H 2.05643 2.25470 -0.19902
H -1.42571 2.79421 -0.31283
H -2.35986 1.80415 0.73044
H -4.14699 0.08575 0.92104
H -1.56301 -2.83963 -0.70860
H 0.34188 -0.95837 -1.01381
N -3.03161 -1.47171 -0.03043
O 2.40519 -1.26324 -0.99420
O -0.36499 2.71593 -0.24660
S 2.56937 -0.23652 0.07638
*
```

=====

Stability verdict: version w, ahead by 34.1 kcal/mol